DFT (wB97M-V/def2-TZVPD) results for 5 unconnected molecules or ions with the total composition C31H73N4O12.

## Properties
total charge = -1
HOMO = -0.1551 Ha
E_LUMO = 2.4 eV
DFT total energy = -63847.499 eV

Geometry as XYZ:
```
120
Properties=species:S:1:pos:R:3:forces:R:3
H -2.79841 6.06684 -3.71027 0.008 0.077 -0.007
H -0.59382 -3.20528 -1.44298 1.647 0.798 1.222
C -0.22825 -0.16838 -2.82574 1.314 -0.822 -1.102
H -2.45603 0.24966 2.89568 -1.311 -1.873 -0.276
C -1.86639 -1.67279 0.50527 -0.617 -0.390 0.145
H 2.05056 -5.20945 2.34856 1.011 2.102 -0.523
H -1.98556 -3.59310 8.94729 -0.022 0.146 0.091
C -0.57053 0.65242 0.24610 2.091 5.848 2.685
H -4.32439 -0.09717 2.83195 2.264 -0.876 -0.412
H 4.19813 -1.56326 1.87425 -1.439 -0.807 1.959
H -0.13524 4.22496 -6.03904 -0.021 0.054 0.000
H -1.26072 -2.00152 1.46191 -0.934 0.937 -1.976
C -1.74887 5.79177 -3.85425 -0.197 -0.524 -0.477
H -0.67079 0.28775 -3.83626 0.591 -0.973 2.410
H 1.23537 9.61352 -0.23631 -0.052 -0.083 -0.150
C 2.46149 7.01821 -3.18019 0.164 0.525 -0.225
C -2.42493 -2.60543 8.75942 -0.125 0.658 -0.080
H 2.57880 -1.38541 2.99030 2.377 -1.139 -0.645
H 3.41502 -4.73935 1.13471 -1.289 0.594 1.843
H -5.86366 1.88672 -3.66880 2.212 -0.478 1.265
O 2.34484 -5.73836 -2.59975 -0.128 -0.504 -0.258
C 1.05728 -5.79121 -3.20464 0.106 0.247 0.075
O -2.11775 -1.99027 11.10454 -0.068 0.400 -0.282
H 3.39792 -7.06693 -1.46981 0.021 -0.041 -0.009
H 1.16113 10.47823 -1.78583 0.081 0.122 -0.016
C 3.61620 -6.20659 -5.59772 -0.108 -0.192 -0.021
H -0.79508 -0.73389 12.03759 -0.141 -0.107 -0.059
H 4.49721 -8.23308 -3.31005 0.002 0.023 0.038
H 0.12156 -3.00933 7.89866 0.080 -0.028 0.069
H 0.74728 -4.77003 -3.44157 0.114 -0.095 0.136
N -1.30694 -0.71051 -1.91404 1.671 -0.455 0.344
H 1.06951 -6.37347 -4.12918 0.017 -0.062 0.022
H 0.34817 4.33310 -3.44976 0.020 0.054 -0.049
O 5.01537 -3.99594 2.94747 -0.748 1.226 0.339
C 3.65354 -1.88160 2.87900 -0.302 0.075 0.654
H -2.25108 -2.69047 0.01386 1.029 2.242 0.698
N 1.80685 -3.25969 1.20643 0.304 -1.935 -0.470
C -1.62955 -0.67289 11.33404 0.059 -0.234 0.085
C -0.86114 -0.82911 -0.47448 0.624 0.629 1.168
H -4.08596 -1.88940 4.31531 1.971 -0.106 -1.537
H -4.32753 -1.01707 -2.95408 2.195 0.969 -0.382
H 3.30049 -5.31399 -5.05113 0.051 -0.025 0.013
H 1.48819 4.91370 -6.24116 -0.117 0.127 0.061
H -3.43365 0.12239 0.40684 0.956 -2.002 1.230
H -0.50446 2.77988 -3.35933 -0.124 0.152 0.043
H -1.31255 -2.86073 4.09584 -0.854 1.295 0.442
O -1.46485 1.81516 0.15062 3.483 -6.412 -0.444
C -3.20592 -0.87019 0.99905 -1.167 -0.239 0.524
H 4.58123 7.27954 -0.66823 -0.056 -0.014 -0.173
H 2.46673 -2.85565 0.49148 -1.147 -0.264 1.031
C -0.12034 -2.12290 8.49375 -0.032 0.187 -0.160
H -3.86928 -2.70402 10.34721 -0.019 0.004 -0.043
H -1.17651 6.18985 -3.00750 0.024 -0.030 -0.130
C 3.73602 6.82484 -1.19204 0.126 0.070 -0.112
H -3.49586 -1.04660 9.84411 0.142 -0.088 -0.059
C -3.75732 0.89085 -4.06592 -0.085 0.019 0.127
H 0.16731 5.46347 -7.29578 -0.031 -0.090 -0.059
H -4.31118 0.68821 -5.07645 1.136 0.069 1.855
H 2.82607 7.01944 -0.61820 0.000 -0.069 -0.039
O 0.94370 8.42332 -1.87852 0.444 0.403 -0.053
C -3.16889 -1.92916 3.55391 -0.502 0.095 0.420
N -1.85042 -1.99200 4.35079 -1.063 -1.214 0.073
C -0.58633 3.85041 -3.15364 -0.094 -0.190 0.222
C 0.41838 5.13585 -6.28186 0.119 0.116 0.154
H -0.75198 3.98823 -2.08149 0.116 -0.127 0.025
H -1.41965 7.47264 -5.15164 -0.045 0.015 0.002
H 4.66849 -6.11310 -5.88470 0.008 0.121 -0.007
H 5.61538 -3.19683 3.04975 -1.442 -1.399 -0.130
H -1.27247 -0.20860 10.41160 -0.057 0.001 -0.006
O -1.69636 4.36204 -3.88341 0.240 0.574 -0.130
H 4.30512 -1.41488 3.75422 -1.203 -1.182 -1.631
C -4.81519 1.76959 -3.11492 0.035 0.325 -0.108
H -2.41685 -0.05778 11.77875 0.008 0.128 -0.032
O 3.42943 -7.38780 -4.82598 0.164 0.420 0.158
H 0.59846 7.88230 -3.81215 0.213 0.013 0.036
H -3.32644 -2.93739 2.94009 0.371 2.301 0.992
C 0.69280 -3.91280 0.41669 -1.223 0.759 -0.517
H -4.14691 -1.57693 0.79850 1.956 1.353 0.344
H 1.27764 -3.11763 -1.63693 -1.748 0.565 1.489
H -2.25458 0.98325 -2.21863 -0.821 -1.351 0.672
O 0.14268 6.18016 -5.35496 -0.290 -0.382 -0.320
H -0.33199 -4.00619 1.01984 2.402 0.274 -0.864
O 0.49051 -1.47983 -0.51928 -2.734 -1.432 -0.515
C 1.53139 9.57764 -1.28803 -0.227 -0.307 0.077
C 2.92845 -7.03724 -2.45806 0.385 0.601 -0.089
C 3.59794 -3.54092 3.06698 -0.086 1.558 0.231
O -1.45290 -1.70553 8.21837 0.024 -0.411 0.389
C -3.30052 -0.49482 -3.26637 -1.466 0.637 -0.865
C 0.38280 -2.89928 -0.87730 1.459 -1.276 -0.520
H 0.41976 -1.10419 -3.17952 -1.096 2.119 0.751
N -2.50832 -0.03751 -2.06047 -0.876 1.377 -1.542
H 0.55878 -1.31471 8.20895 -0.205 -0.078 -0.053
H 2.62237 9.54657 -1.34058 0.005 0.009 -0.056
O 3.66348 7.38752 -2.49737 -0.309 -0.116 0.248
H 3.16977 -3.76640 4.15817 1.080 0.396 -2.285
H 3.01243 -6.29003 -6.50547 0.070 -0.109 0.144
H 0.02285 -2.33920 9.55577 -0.040 -0.046 -0.009
H -1.83025 5.98649 -6.02432 0.080 -0.057 0.138
H 3.90704 5.74582 -1.26183 -0.080 -0.005 0.125
C 4.00439 -7.27812 -3.52031 -0.527 -0.361 -0.023
C -3.24827 -0.57150 2.63569 -0.982 0.159 -1.032
H -2.75102 -1.27061 -3.95492 -0.700 1.663 1.293
H 0.96264 -4.99815 0.06929 -0.387 1.890 0.204
H 1.89443 9.07597 -3.62453 0.082 -0.092 0.107
H -2.77828 1.51009 -4.33160 -2.098 -1.168 0.674
O 0.59428 0.81929 0.93257 -5.591 -1.706 -3.516
H -3.20425 -2.72412 7.99941 -0.024 -0.024 0.043
H 0.49531 0.61017 -2.33212 -1.454 -1.342 -0.722
H -4.43823 2.88321 -2.94277 -0.615 -2.504 -0.244
H 2.02151 6.11384 -2.74160 -0.021 0.185 0.005
C 2.66420 -4.29147 1.94469 1.274 -0.123 -1.053
H 4.76911 -6.49185 -3.49163 -0.184 -0.009 0.028
H 0.33585 -6.22145 -2.50435 -0.098 -0.044 -0.047
C -1.26157 6.38940 -5.17691 0.253 0.079 0.563
C -3.06185 -2.03658 10.03016 0.389 -0.527 0.051
H -2.05559 -2.03153 5.38073 0.348 -0.038 -1.482
H -4.95576 1.22912 -2.06221 0.285 1.299 -2.354
H 2.16063 -7.81983 -2.49051 0.090 0.074 -0.116
C 1.45292 8.17003 -3.19164 -0.266 -0.586 0.239
H 2.74218 6.78756 -4.21317 -0.101 0.006 0.029
```
Forces are in eV/Å.

Mulliken atomic charge list, values in e, 6 entries:
1 H 0.389
2 H 0.291
3 C -0.792
4 H 0.273
5 C -0.312
6 H 0.354